No. 1
Below is a 2-piece molecular cluster, C2H6N2O2 overall in a non-equilibrium geometry, with properties calculated with ωB97M-V/def2-TZVPD.

```
12
C2H6N2O2, DFT ωB97M-V/def2-TZVPD
N -0.6567 -2.8876 -0.1539
C 0.3680 -2.0097 -0.3695
O 1.3628 -1.9063 0.3058
H -0.8999 -3.1463 0.7900
H -1.1933 -3.2169 -0.9341
H 0.2864 -1.4744 -1.3299
N 0.2271 1.6971 0.3511
C 0.1914 3.0301 0.0538
O -0.7278 3.5560 -0.5304
H -0.7374 1.3909 0.2876
H 0.7610 1.3124 1.1117
H 1.0184 3.6547 0.4178
```

The value obtained for the HOMO-LUMO gap is 10.8179 eV. Its energy above the lowest of the compared OMol25 structures with the same formula, charge and spin is 16.6 kcal/mol. The HOMO energy comes out at -10.1 eV. The SMILES is NC=O.NC=O. The value obtained for the calculated total energy is -9246.596 eV. For the LUMO energy, the calculation gives 0.0274 hartree. The multiplicity is 1.

natural (NBO) population analysis, charges in e, atoms 1 to 6: -0.845 0.523 -0.584 0.403 0.398 0.105


No. 2
Below is a 2-piece molecular cluster, C2H6N2O2 overall in a non-equilibrium geometry, with properties calculated with ωB97M-V/def2-TZVPD.

```
12
C2H6N2O2, DFT ωB97M-V/def2-TZVPD
C 0.1336 -1.8712 1.2878
N 0.4757 -0.8764 0.3220
N 1.7773 -0.5676 0.1698
O 2.5387 -1.3048 0.8049
H 0.8682 -2.7028 1.0514
H -0.9672 -2.2171 1.3754
H 0.4803 -1.5242 2.3283
H -0.2374 -0.2841 0.0496
C -0.0199 2.5112 -1.9279
O -0.7164 1.9143 -1.1314
H 0.9078 2.0874 -2.0427
H -0.2312 3.3815 -2.4442
```

The value obtained for the HOMO-LUMO gap is 9.8650 eV. Its energy above the lowest of the compared OMol25 structures with the same formula, charge and spin is 106.7 kcal/mol. The HOMO energy comes out at -9.3 eV. The SMILES is CNN=O.C=O. The value obtained for the calculated total energy is -9242.690 eV. For the LUMO energy, the calculation gives 0.0203 hartree. The multiplicity is 1.

natural (NBO) population analysis, charges in e, atoms 1 to 6: -0.487 -0.399 0.226 -0.415 0.236 0.226


No. 3
Below is one molecule with the formula C2H6N2O2S in a non-equilibrium geometry, with properties calculated with ωB97M-V/def2-TZVPD.

```
13
C2H6N2O2S, DFT ωB97M-V/def2-TZVPD
C -1.2480 0.4385 -0.4734
C 0.1126 1.1422 -0.5814
N -1.0043 -0.6939 0.4163
N 0.6139 -0.8006 0.9390
O 2.6831 0.4562 0.0220
O 1.0362 -2.0096 1.3115
S 1.4286 -0.1277 -0.4726
H -2.1988 1.0239 -0.1424
H -1.3872 0.0649 -1.4836
H 0.1339 1.7316 -1.5978
H 0.2624 1.7625 0.2470
H -1.4421 -0.4579 1.3288
H 1.0098 -2.5299 0.4866
```

The value obtained for the HOMO-LUMO gap is 9.9076 eV. Its energy above the lowest of the compared OMol25 structures with the same formula, charge and spin is 121.1 kcal/mol. The HOMO energy comes out at -9.2 eV. The value obtained for the calculated total energy is -20076.835 eV. For the LUMO energy, the calculation gives 0.0252 hartree. The multiplicity is 1.

natural (NBO) population analysis, charges in e, atoms 1 to 6: -0.251 -0.626 -0.526 -0.204 -0.918 -0.488


No. 4
Below is a 2-piece molecular cluster, C2H6N2O2S overall in a non-equilibrium geometry, with properties calculated with ωB97M-V/def2-TZVPD.

```
13
C2H6N2O2S, DFT ωB97M-V/def2-TZVPD
C 1.0252 1.7527 -0.4941
C -1.1503 -1.7449 -0.1093
N -1.1532 0.1724 1.3206
N -0.6485 -0.8327 0.6884
O 0.8944 1.1067 -1.7165
O 2.4716 -0.3881 -0.2111
S 2.3895 0.8323 -1.0028
H 0.8128 2.7551 -0.6997
H -0.8060 -2.7566 -0.1716
H -2.2242 -1.6115 -0.3995
H 0.4060 1.4404 0.3434
H -2.1764 0.3134 1.2806
H 0.1591 -1.0391 1.1715
```

The value obtained for the HOMO-LUMO gap (alpha / beta) is 8.8055 / 8.8048 eV. Its energy above the lowest of the compared OMol25 structures with the same formula, charge and spin is 127.6 kcal/mol. The HOMO energy (alpha / beta) comes out at -8.0 / -8.0 eV. The value obtained for the calculated total energy is -20076.553 eV. For the LUMO energy (alpha / beta), the calculation gives 0.0282 / 0.0282 hartree. The multiplicity is 1.

natural (NBO) population analysis, charges in e, atoms 1 to 6: -0.342 -0.285 -0.626 -0.184 -0.632 -0.921


No. 5
Below is a 2-piece molecular cluster, C2H6N2O2S overall in a non-equilibrium geometry, with properties calculated with ωB97M-V/def2-TZVPD.

```
13
C2H6N2O2S, DFT ωB97M-V/def2-TZVPD
C 0.4083 1.1358 -0.4379
C -1.5673 0.3493 0.8014
N -0.2505 -1.1417 -0.5116
N -0.2728 0.1041 -0.0087
O 0.2414 2.3425 -0.2434
O 2.4786 -1.4482 -0.3441
S 3.0652 -0.1597 -0.0022
H 1.2954 0.6981 -0.9206
H -2.4413 0.1990 0.1310
H -1.6165 -0.3320 1.5994
H -1.7237 1.3089 1.3603
H 0.0092 -1.2204 -1.4596
H 0.3740 -1.8357 0.0360
```

The value obtained for the HOMO-LUMO gap (alpha / beta) is 9.8284 / 7.7519 eV. Its energy above the lowest of the compared OMol25 structures with the same formula, charge and spin is 22.8 kcal/mol. The HOMO energy (alpha / beta) comes out at -9.2 / -9.2 eV. The value obtained for the calculated total energy is -20078.200 eV. For the LUMO energy (alpha / beta), the calculation gives 0.0237 / -0.0545 hartree. The multiplicity is 3.

natural (NBO) population analysis, charges in e, atoms 1 to 6: 0.508 -0.434 -0.642 -0.267 -0.619 -0.739


No. 6
Below is C2H6N2O3 as an isolated structure in a non-equilibrium geometry, with properties calculated with ωB97M-V/def2-TZVPD.

```
13
C2H6N2O3, DFT ωB97M-V/def2-TZVPD
C 0.2558 -0.3817 0.1527
C -0.1230 0.6994 -0.8267
N 0.1063 -1.6389 -0.2844
N 1.1023 -0.1271 1.1705
O 0.6723 1.7982 -0.6306
O -1.3719 0.5578 0.6138
O -0.6739 0.4631 -1.8995
H 0.2349 2.5746 -1.0098
H -2.1171 0.2468 0.0806
H 1.2413 -0.8635 1.8473
H -0.4230 -1.7221 -1.1439
H 0.0948 -2.4057 0.3686
H 1.0013 0.7992 1.5615
```

The value obtained for the HOMO-LUMO gap is 9.9277 eV. Its energy above the lowest of the compared OMol25 structures with the same formula, charge and spin is 46.9 kcal/mol. The HOMO energy comes out at -9.3 eV. The value obtained for the calculated total energy is -11293.294 eV. For the LUMO energy, the calculation gives 0.0239 hartree. The multiplicity is 1.

natural (NBO) population analysis, charges in e, atoms 1 to 6: 0.510 0.762 -0.775 -0.770 -0.711 -0.913


No. 7
Below is a 2-piece molecular cluster, C2H6N2O3 overall in a non-equilibrium geometry, with properties calculated with ωB97M-V/def2-TZVPD.

```
13
C2H6N2O3, DFT ωB97M-V/def2-TZVPD
C -0.3032 -0.3441 -0.4328
C 1.1381 0.1263 -0.9909
N -0.6739 0.3049 0.6905
N 2.7341 -0.2753 0.1590
O 3.3393 -1.2490 0.0308
O 2.9913 0.6544 0.8535
O 1.3364 1.4538 -0.7410
H -0.9478 -0.0538 -1.3934
H -0.2510 -1.4460 -0.3554
H 1.4679 -0.2097 -1.9390
H -0.6410 -0.1812 1.5460
H -1.3535 1.0372 0.5917
H 0.7823 1.5482 0.1312
```

The value obtained for the HOMO-LUMO gap is 9.4167 eV. Its energy above the lowest of the compared OMol25 structures with the same formula, charge and spin is 139.9 kcal/mol. The HOMO energy comes out at -8.8 eV. The value obtained for the calculated total energy is -11289.260 eV. For the LUMO energy, the calculation gives 0.0219 hartree. The multiplicity is 1.

natural (NBO) population analysis, charges in e, atoms 1 to 6: -0.262 0.205 -0.862 0.481 -0.385 -0.405


No. 8
Below is an isolated ion of composition C2H6N2O3P and charge +1 in a non-equilibrium geometry, with properties calculated with ωB97M-V/def2-TZVPD.

```
14
C2H6N2O3P, DFT ωB97M-V/def2-TZVPD
N -0.0053 -0.9167 1.9697
P -0.4121 -0.3343 0.4772
N -1.8949 -0.7512 0.1222
O 0.4313 -0.7546 -0.7474
C 1.1962 0.2735 -1.3934
C 0.7871 1.6300 -0.6601
O 1.2447 2.6848 -0.9034
O -0.2205 1.4640 0.1666
H 1.0081 -0.8614 2.0033
H -0.7075 -1.0682 2.5924
H -2.2680 -0.7268 -0.7788
H -2.5086 -0.9813 0.8151
H 1.0981 0.2084 -2.5581
H 2.2513 0.1338 -1.1053
```

The value obtained for the HOMO-LUMO gap is 10.8701 eV. Its energy above the lowest of the compared OMol25 structures with the same formula, charge and spin is 0.0 kcal/mol. The HOMO energy comes out at -14.8 eV. Its net charge is +1. The SMILES is N[P@]1(=[NH2+])OCC(=O)O1. The value obtained for the calculated total energy is -20576.776 eV. For the LUMO energy, the calculation gives -0.1448 hartree. The multiplicity is 1.

natural (NBO) population analysis, charges in e, atoms 1 to 6: -1.119 2.357 -1.158 -0.769 -0.205 0.734